[1]
{"formula": "C6H10N2OS", "method": "ωB97M-V/def2-TZVPD", "total_energy_ev": -22243.80166, "relative_energy_ev": 4.0037, "homo_lumo_gap_ev": 9.364, "spin_multiplicity": 1, "symbols": ["C", "C", "C", "C", "C", "C", "N", "N", "O", "S", "H", "H", "H", "H", "H", "H", "H", "H", "H", "H"], "xyz": [[-0.6833, 0.8384, 0.0992], [0.4361, 0.1378, 0.0761], [-1.9069, 0.0777, -0.2578], [-0.7910, 2.1886, 0.7043], [-0.1035, -2.1297, 0.9603], [2.6045, 0.4932, -1.2482], [-1.5516, -1.1703, -0.6485], [-0.2332, -1.5526, -0.3745], [-3.0152, 0.5634, -0.2639], [2.0417, 0.3977, 0.4862], [-1.5514, 1.9084, 1.4667], [-1.3069, 2.8243, 0.0347], [0.1625, 2.5468, 0.9249], [-0.3509, -1.4153, 1.8130], [-0.5092, -3.2209, 0.9222], [0.9566, -2.1932, 1.1672], [2.4935, -0.3818, -1.8921], [3.6403, 0.8508, -1.2880], [1.8555, 1.2055, -1.6452], [-2.1878, -1.9689, -1.0365]], "atomic_forces_ev_per_a": [[1.2, -0.1, 0.3], [-3.0, -3.4, -1.4], [-0.4, 0.1, -0.5], [-2.4, -2.1, -0.4], [0.1, -1.1, 0.6], [-0.5, 0.8, -0.6], [-0.9, -2.2, -0.4], [2.1, 3.2, 0.8], [-0.5, 0.1, 0.0], [0.9, -0.6, -0.3], [0.9, 1.2, 0.5], [-0.5, 0.9, -0.7], [1.2, 0.7, 1.1], [-1.0, -1.2, -0.9], [0.3, 2.1, 0.7], [0.5, -0.5, -0.4], [0.1, -0.4, 0.7], [-0.4, 0.1, 0.0], [1.0, 0.0, -0.2], [1.4, 2.5, 1.1]], "nbo_charge": [-0.136, -0.038, 0.610, -0.636, -0.461, -0.729, -0.475, -0.270, -0.606, 0.313, 0.247, 0.234, 0.226, 0.185, 0.208, 0.211, 0.235, 0.232, 0.226, 0.424]}


[2]
{"formula": "C5H8LiO4Rh", "method": "ωB97M-V/def2-TZVPD", "total_energy_ev": -16695.45618, "homo_lumo_gap_ev": [8.646, 6.679], "total_charge": 2, "spin_multiplicity": 5, "s_squared": 6.0161, "symbols": ["C", "C", "O", "Li", "H", "H", "H", "H", "O", "C", "C", "O", "O", "C", "Rh", "H", "H", "H", "H"], "xyz": [[-2.9723, 1.4262, 0.1544], [-3.1914, -0.0257, -0.2199], [-2.5122, -0.9549, 0.5543], [-2.1528, -2.7131, 0.0429], [-3.8007, 2.0481, -0.2127], [-2.9239, 1.5543, 1.2472], [-2.0548, 1.8054, -0.3228], [-2.7873, -0.1902, -1.3499], [-0.2434, -2.1184, 0.3877], [0.9558, -0.1471, 2.3559], [0.8443, -1.9444, -0.1935], [1.2532, 0.6005, 3.2668], [2.0061, -0.3442, 1.4566], [2.0307, -1.2934, 0.4327], [-1.0434, -0.7722, 1.7610], [1.1384, -2.7267, -0.9176], [2.5701, -0.8252, -0.4075], [2.6520, -2.1591, 0.7431], [-4.2690, -0.2309, -0.0797]], "atomic_forces_ev_per_a": [[0.6, 0.2, -0.1], [-0.3, 1.0, -2.3], [0.1, -1.2, 0.4], [-0.3, -0.3, -0.3], [0.2, -0.2, 0.1], [-0.1, 0.0, -0.2], [-0.2, 0.0, 0.4], [-1.4, 0.2, 2.3], [1.1, -0.4, -2.2], [3.5, 1.5, 0.5], [0.4, -2.5, 2.5], [-1.4, -1.4, -1.1], [-1.7, 0.2, 1.1], [0.3, 0.2, -1.6], [-0.9, 2.1, 1.6], [-0.2, 0.8, -0.6], [0.2, 0.0, 0.3], [-0.2, 0.1, -0.1], [0.4, -0.3, -0.6]], "nbo_charge": [-0.671, -0.102, -0.753, 0.975, 0.281, 0.222, 0.225, 0.211, -0.691, 0.431, 0.486, -0.154, -0.415, -0.211, 1.124, 0.222, 0.286, 0.294, 0.241]}


[3]
{"formula": "C5H12N2O", "method": "ωB97M-V/def2-TZVPD", "total_energy_ev": -10404.84419, "relative_energy_ev": 3.5798, "homo_lumo_gap_ev": 8.040, "spin_multiplicity": 1, "symbols": ["C", "C", "N", "C", "O", "H", "H", "H", "H", "H", "H", "H", "N", "C", "C", "H", "H", "H", "H", "H"], "xyz": [[-1.0927, 1.2012, -1.4181], [1.2604, -0.5718, -1.0743], [-0.4188, 1.0774, -0.1309], [1.0476, 0.5670, -0.0549], [1.9147, 1.4795, -0.0492], [-0.3911, 1.9751, 0.3467], [-1.3918, 0.2051, -1.7514], [-1.9918, 1.8134, -1.3182], [-0.4503, 1.6456, -2.1861], [2.1788, -1.0882, -0.7947], [0.4526, -1.3069, -1.1277], [1.4018, -0.1433, -2.0671], [-1.1729, -1.6276, 1.1104], [-0.6194, -0.4787, 1.5289], [0.7993, -0.2642, 1.5453], [-0.6013, -2.2904, 0.6087], [-2.1624, -1.6702, 0.9235], [-1.2961, 0.1810, 2.0531], [1.1242, 0.4607, 2.2845], [1.4091, -1.1647, 1.5714]], "atomic_forces_ev_per_a": [[0.5, -0.1, 0.0], [0.0, -0.1, 0.4], [-0.3, -0.3, 0.5], [-0.3, 0.6, -0.5], [-0.4, -0.6, 0.4], [0.1, 0.0, -0.1], [-0.1, 0.0, -0.1], [0.1, 0.0, 0.0], [-0.1, 0.0, -0.1], [0.0, 0.0, -0.1], [-0.1, 0.1, 0.0], [0.0, 0.1, 0.1], [0.1, 0.5, -0.2], [0.5, -0.3, 0.1], [-0.1, 0.0, -0.1], [0.0, 0.1, 0.1], [0.1, 0.0, 0.1], [0.0, 0.1, -0.2], [0.0, 0.1, -0.1], [-0.1, 0.0, -0.1]], "nbo_charge": [-0.416, -0.693, -0.687, 0.582, -0.744, 0.375, 0.179, 0.200, 0.194, 0.223, 0.175, 0.229, -0.748, 0.283, -0.625, 0.399, 0.400, 0.209, 0.244, 0.219]}